Record 1
Computed, not measured: a structure of composition C46H54BrN5OS5Ta, with wB97M-V/def2-TZVPD.

Geometry (Å):
Ta  0.392  -0.240  0.799
Br  4.274  4.670  -3.689
S  -2.831  2.779  2.322
S  -0.233  3.751  3.300
S  -7.448  1.032  -4.840
S  1.265  2.274  1.209
S  -1.414  1.296  0.045
O  -2.221  3.473  4.985
N  -0.410  -1.327  -0.886
N  1.447  -0.586  2.613
N  2.250  7.699  -5.644
N  -1.185  -1.172  1.805
N  2.101  -0.560  -0.220
C  -3.736  -4.678  2.577
C  4.960  1.843  3.633
C  -2.958  -1.325  6.050
C  0.637  6.004  -5.169
C  2.944  5.761  -4.464
C  4.149  -0.040  -3.270
C  1.011  7.231  -5.734
C  -1.637  -2.067  -0.939
C  -6.941  2.705  -5.016
C  6.192  -2.192  -0.183
C  -4.213  -3.195  2.561
C  -2.236  -2.030  1.398
C  -3.202  -3.010  -2.707
C  -7.776  0.897  -3.028
C  -1.934  -2.226  -2.329
C  1.567  1.202  5.901
C  5.823  -0.785  -0.666
C  -1.501  -0.759  3.101
C  -2.785  -1.209  3.439
C  -0.183  2.721  1.969
C  1.838  0.488  7.225
C  3.434  -0.620  0.337
C  3.583  -0.311  -1.924
C  -3.509  -0.802  4.662
C  3.191  7.032  -4.984
C  3.760  -0.654  1.711
C  -3.197  -2.119  2.391
C  -0.044  -1.020  -2.160
C  2.830  -0.431  2.778
C  -0.963  -1.542  -4.606
C  3.051  0.232  3.993
C  -1.915  3.420  3.802
C  -2.951  -4.531  -2.674
C  -0.986  -1.546  -3.098
C  -0.567  -0.087  3.967
C  2.248  -0.432  -1.600
C  4.352  -0.543  -0.756
C  0.814  -0.044  3.758
C  -0.757  -2.898  -5.174
C  -2.385  -2.550  0.076
C  -1.438  2.168  1.518
C  1.614  5.243  -4.553
C  4.364  -1.244  -4.163
C  4.345  0.722  4.469
C  1.204  -0.419  -2.475
C  1.852  0.465  4.628
H  -3.348  -2.379  6.266
H  2.878  0.147  7.347
H  -6.876  0.678  -2.507
H  4.832  -0.797  1.961
H  4.252  2.609  3.294
H  -3.324  -0.646  6.822
H  1.436  -0.331  -3.534
H  6.221  -2.255  0.936
H  -0.505  -2.868  -6.223
H  5.143  -1.985  -3.898
H  6.248  -0.600  -1.677
H  -4.946  -3.019  1.731
H  -0.944  0.248  4.921
H  5.375  1.491  2.687
H  -1.974  -1.221  -4.907
H  -4.567  -5.379  2.427
H  -1.883  -1.383  6.147
H  -4.037  -2.833  -2.031
H  -3.348  -4.943  3.533
H  -2.896  -4.966  -1.663
H  -8.553  0.110  -2.828
H  0.307  7.872  -6.278
H  7.234  -2.524  -0.451
H  3.416  -1.833  -4.347
H  -8.133  1.834  -2.656
H  1.148  -0.413  7.376
H  4.984  -0.163  4.547
H  -3.574  -2.704  -3.717
H  -2.094  -4.885  -3.320
H  -0.251  -0.805  -4.968
H  5.101  0.524  -3.108
H  4.157  7.461  -5.029
H  5.508  -2.990  -0.535
H  0.534  1.554  5.870
H  -6.345  2.786  -5.908
H  1.371  4.306  -4.144
H  4.611  -0.951  -5.223
H  -4.582  -1.109  4.657
H  -1.590  -3.593  -4.978
H  -4.712  -3.067  3.478
H  -3.216  -3.240  -0.135
H  -7.788  3.371  -5.093
H  1.717  1.284  7.964
H  0.139  -3.354  -4.671
H  4.165  1.081  5.493
H  -3.012  -4.981  1.786
H  2.243  2.097  5.921
H  -3.452  0.312  4.711
H  6.309  -0.101  0.052
H  -3.831  -5.047  -3.177
H  5.770  2.313  4.183
H  -6.342  3.006  -4.188
H  -0.412  5.708  -5.151
H  3.497  0.662  -3.837

E_LUMO   -4.53 eV
Molecular weight   1114.159 g/mol
Net charge   +1
HOMO   -9.6055 eV
HOMO-LUMO gap   5.077 eV

Atom charges from the Löwdin analysis, given in e for atoms 1 to 99: atom 1 (Ta): 1.600, atom 2 (Br): 0.719, atom 3 (S): 0.943, atom 4 (S): 0.983, atom 5 (S): 0.722, atom 6 (S): 0.586, atom 7 (S): 0.609, atom 8 (O): -0.033, atom 9 (N): -0.081, atom 10 (N): -0.078, atom 11 (N): 0.056, atom 12 (N): -0.095, atom 13 (N): -0.098, atom 14 (C): -0.068, atom 15 (C): -0.066, atom 16 (C): -0.073, atom 17 (C): -0.066, atom 18 (C): -0.665, atom 19 (C): -0.202, atom 20 (C): -0.139, atom 21 (C): -0.209, atom 22 (C): -0.476, atom 23 (C): -0.096, atom 24 (C): -0.169, atom 25 (C): -0.194, atom 26 (C): -0.176, atom 27 (C): -0.401, atom 28 (C): -0.086, atom 29 (C): -0.198, atom 30 (C): -0.182, atom 31 (C): -0.227, atom 32 (C): -0.104, atom 33 (C): -1.212, atom 34 (C): -0.084, atom 35 (C): -0.163, atom 36 (C): -0.114, atom 37 (C): -0.168, atom 38 (C): -0.179, atom 39 (C): 0.087, atom 40 (C): -0.099, atom 41 (C): -0.226, atom 42 (C): -0.203, atom 43 (C): -0.199, atom 44 (C): -0.164, atom 45 (C): -0.888, atom 46 (C): -0.099, atom 47 (C): -0.091, atom 48 (C): 0.096, atom 49 (C): -0.251, atom 50 (C): -0.093, atom 51 (C): -0.219, atom 52 (C): -0.093, atom 53 (C): 0.088, atom 54 (C): -1.167, atom 55 (C): -0.114, atom 56 (C): -0.097, atom 57 (C): -0.182, atom 58 (C): 0.081, atom 59 (C): -0.093, atom 60 (H): 0.096, atom 61 (H): 0.074, atom 62 (H): 0.003, atom 63 (H): 0.126, atom 64 (H): 0.083, atom 65 (H): 0.072, atom 66 (H): 0.121, atom 67 (H): 0.073, atom 68 (H): 0.076, atom 69 (H): 0.081, atom 70 (H): 0.115, atom 71 (H): 0.132, atom 72 (H): 0.116, atom 73 (H): 0.060, atom 74 (H): 0.125, atom 75 (H): 0.078, atom 76 (H): 0.047, atom 77 (H): 0.103, atom 78 (H): 0.059, atom 79 (H): 0.067, atom 80 (H): 0.050, atom 81 (H): 0.111, atom 82 (H): 0.091, atom 83 (H): 0.084, atom 84 (H): 0.019, atom 85 (H): 0.102, atom 86 (H): 0.129, atom 87 (H): 0.125, atom 88 (H): 0.081, atom 89 (H): 0.109, atom 90 (H): 0.126, atom 91 (H): 0.096, atom 92 (H): 0.087, atom 93 (H): 0.101, atom 94 (H): 0.025, atom 95 (H): 0.077, atom 96 (H): 0.091, atom 97 (H): 0.123, atom 98 (H): 0.068, atom 99 (H): 0.084

Record 2
Computed, not measured: a structure of composition C3H3HgO2, with wB97M-V/def2-TZVPD.

Geometry (Å):
Hg  1.824  1.830  -0.518
O  -0.181  -0.418  0.778
O  1.421  0.963  1.233
C  -1.059  -1.369  1.187
C  -1.813  -2.058  0.330
C  0.679  0.116  1.762
H  -1.922  -1.729  -0.706
H  -1.052  -1.560  2.264
H  -2.483  -2.828  0.710

E_LUMO   3.94 eV
Molecular weight   271.645 g/mol
Net charge   -1
HOMO   -2.5737 eV
ΔE to the lowest compared entry with this formula, charge and spin   0.2 kcal/mol
HOMO-LUMO gap   6.511 eV

For each atom in turn, the Löwdin charge in e is: atom 1 (Hg): 0.309, atom 2 (O): -0.210, atom 3 (O): -0.606, atom 4 (C): -0.296, atom 5 (C): -0.026, atom 6 (C): -0.343, atom 7 (H): 0.048, atom 8 (H): 0.092, atom 9 (H): 0.030

Record 3
Computed, not measured: a cluster of 13 separate species, C44H110Br2ClFNO18P2 in total, with wB97M-V/def2-TZVPD.

Geometry (Å):
Br  4.490  1.756  4.839
Br  2.899  -2.366  3.702
Cl  -0.534  -1.659  -0.972
P  3.119  1.251  2.857
P  2.496  -1.590  0.578
F  2.435  3.716  4.071
O  4.177  1.967  -0.662
O  0.473  -6.819  6.174
O  -3.172  -3.226  2.450
O  3.249  3.173  -5.839
O  4.852  0.811  -2.475
O  -3.783  -3.243  -0.900
O  -1.405  -6.140  7.092
O  -3.276  0.821  -2.067
O  5.025  5.331  -1.359
O  3.671  -3.670  -2.239
O  2.108  0.744  1.574
O  2.091  -1.591  7.023
O  0.954  7.405  -1.288
O  -0.898  4.079  -2.288
O  2.192  0.202  3.891
O  -7.118  -7.257  1.269
O  -6.944  1.737  -1.802
O  1.606  5.419  -5.923
N  2.609  -0.921  -0.849
C  1.236  5.951  -8.270
C  4.940  1.749  -1.734
C  -6.810  4.167  -1.957
C  -5.186  -2.701  -2.826
C  0.555  -6.490  3.273
C  4.235  2.344  1.753
C  -0.052  -4.086  2.540
C  4.516  5.291  -2.692
C  0.161  1.023  -0.854
C  -0.327  9.083  -0.061
C  1.459  6.473  -6.861
C  2.797  -1.747  8.245
C  0.511  -4.877  7.692
C  -4.112  -4.149  3.000
C  -0.300  -3.616  3.972
C  0.215  7.665  -0.097
C  3.942  -0.757  8.360
C  3.003  5.363  -2.713
C  3.833  -3.203  -4.628
C  3.842  0.952  -6.660
C  -1.029  5.114  -3.262
C  -7.522  2.962  -1.369
C  -0.733  -2.157  4.123
C  -8.709  -6.772  -0.517
C  1.259  3.345  2.061
C  1.727  -6.979  4.140
C  -7.329  -7.277  -0.139
C  -0.473  -0.100  -0.052
C  1.693  -6.387  5.543
C  -4.747  -5.014  1.928
C  -3.272  1.103  -4.485
C  -0.012  -0.337  1.382
C  -0.224  -5.964  6.954
C  0.898  -5.272  2.380
C  -4.927  -2.517  -1.342
C  0.298  -1.002  4.146
C  4.302  2.210  -5.951
C  -3.035  1.745  -3.131
C  1.901  2.691  3.286
C  3.942  -2.663  -3.212
C  -1.238  4.549  -4.656
C  4.828  1.601  0.584
C  1.576  -0.879  3.298
C  1.473  -0.492  1.748
H  -0.244  -0.083  3.958
H  -0.140  5.751  -3.229
H  3.467  1.190  -7.656
H  -3.977  -5.557  1.380
H  3.578  -0.711  -1.055
H  0.602  7.062  -6.534
H  -9.486  -7.401  -0.076
H  4.966  6.135  -3.215
H  0.292  -3.272  1.912
H  -5.321  -3.759  -3.059
H  -5.763  4.185  -1.646
H  1.290  4.422  2.213
H  -2.669  0.082  -2.185
H  -3.643  -2.672  1.818
H  1.104  6.771  -8.979
H  -0.525  -1.241  1.689
H  2.373  4.881  -6.175
H  0.871  0.650  -1.579
H  -5.448  -5.730  2.354
H  2.625  5.335  -3.735
H  -8.844  -6.771  -1.600
H  3.568  0.263  8.279
H  -7.177  -8.293  -0.520
H  4.851  4.369  -3.184
H  -4.882  -3.600  3.554
H  -5.769  -2.892  -0.759
H  -1.352  5.346  -5.392
H  0.913  -4.147  6.996
H  0.489  9.809  -0.089
H  4.465  -0.870  9.313
H  2.070  -1.588  9.042
H  0.833  -5.594  1.341
H  -4.802  -1.452  -1.114
H  2.838  -3.615  -4.800
H  3.718  3.218  1.367
H  2.344  7.119  -6.835
H  2.719  -1.746  6.306
H  -0.303  -6.269  3.898
H  -0.124  3.553  -2.519
H  4.557  -4.005  -4.801
H  -0.908  9.257  0.845
H  2.530  -6.778  6.119
H  -0.964  9.268  -0.927
H  -2.016  2.127  -3.059
H  4.750  0.517  0.686
H  -1.013  -4.392  2.135
H  -7.775  -7.827  1.681
H  5.051  2.690  2.373
H  -4.295  0.728  -4.555
H  -0.387  3.935  -4.953
H  4.312  -4.379  -2.354
H  4.660  -0.903  7.551
H  1.116  2.238  3.887
H  -7.278  5.098  -1.633
H  -3.104  1.818  -5.293
H  -8.562  2.938  -1.692
H  0.641  1.741  -0.205
H  -4.338  -2.338  -3.411
H  4.937  -2.240  -3.040
H  1.746  -8.063  4.208
H  -3.022  -2.911  -1.391
H  0.215  3.069  1.948
H  0.350  5.315  -8.301
H  4.682  1.968  -4.955
H  -7.508  3.012  -0.275
H  -6.022  1.731  -1.519
H  0.847  7.479  0.776
H  5.892  1.834  0.498
H  3.172  -2.776  8.332
H  -1.888  5.713  -2.957
H  -0.228  -4.357  8.285
H  2.535  2.773  -5.330
H  4.076  0.206  2.705
H  -2.130  3.918  -4.677
H  4.645  4.588  -0.874
H  -0.363  0.510  1.963
H  3.766  -1.694  1.152
H  3.212  -1.879  -3.031
H  2.647  6.272  -2.236
H  0.282  -7.321  2.627
H  2.574  4.521  -2.160
H  1.743  -5.310  5.451
H  1.784  3.149  1.135
H  1.935  -4.990  2.536
H  2.087  5.348  -8.595
H  1.690  8.025  -1.313
H  -5.282  -4.395  1.205
H  -8.855  -5.757  -0.146
H  -1.502  -1.992  3.377
H  4.660  0.237  -6.753
H  5.660  2.548  -1.982
H  -2.597  0.256  -4.631
H  -3.719  2.580  -2.979
H  -1.261  -2.099  5.074
H  1.916  -2.867  0.502
H  -6.076  -2.154  -3.139
H  2.660  -6.630  3.701
H  3.032  0.472  -6.105
H  0.665  -0.909  5.162
H  1.310  -5.274  8.307
H  -0.600  6.943  -0.086
H  -0.623  1.556  -1.394
H  -1.528  0.142  0.033
H  -6.557  -6.638  -0.566
H  0.536  -3.824  4.633
H  -6.831  4.124  -3.046
H  -3.556  -4.761  3.710
H  4.018  -2.414  -5.360
H  -1.126  -4.211  4.360
H  5.099  2.699  -6.510

E_LUMO   2.00 eV
Molecular weight   1217.560 g/mol
Net charge   -1
HOMO   -5.6202 eV
HOMO-LUMO gap   7.624 eV

Atom charges from the Löwdin analysis, given in e for atoms 1 to 99: atom 1 (Br): 0.198, atom 2 (Br): 0.772, atom 3 (Cl): 0.634, atom 4 (P): 0.464, atom 5 (P): 0.789, atom 6 (F): -0.130, atom 7 (O): -0.062, atom 8 (O): -0.007, atom 9 (O): -0.096, atom 10 (O): -0.102, atom 11 (O): 0.083, atom 12 (O): -0.100, atom 13 (O): 0.098, atom 14 (O): -0.096, atom 15 (O): -0.085, atom 16 (O): -0.097, atom 17 (O): -0.297, atom 18 (O): -0.115, atom 19 (O): -0.101, atom 20 (O): -0.097, atom 21 (O): -0.428, atom 22 (O): -0.090, atom 23 (O): -0.087, atom 24 (O): -0.114, atom 25 (N): -0.255, atom 26 (C): -0.090, atom 27 (C): -0.373, atom 28 (C): -0.095, atom 29 (C): -0.085, atom 30 (C): -0.173, atom 31 (C): -0.277, atom 32 (C): -0.208, atom 33 (C): -0.311, atom 34 (C): -0.106, atom 35 (C): -0.094, atom 36 (C): -0.317, atom 37 (C): -0.331, atom 38 (C): 0.017, atom 39 (C): -0.295, atom 40 (C): -0.216, atom 41 (C): -0.308, atom 42 (C): -0.090, atom 43 (C): -0.067, atom 44 (C): -0.093, atom 45 (C): -0.084, atom 46 (C): -0.297, atom 47 (C): -0.328, atom 48 (C): -0.171, atom 49 (C): -0.095, atom 50 (C): -0.072, atom 51 (C): -0.163, atom 52 (C): -0.318, atom 53 (C): -0.661, atom 54 (C): -0.179, atom 55 (C): -0.085, atom 56 (C): -0.079, atom 57 (C): -0.169, atom 58 (C): -0.537, atom 59 (C): -0.203, atom 60 (C): -0.321, atom 61 (C): -0.151, atom 62 (C): -0.291, atom 63 (C): -0.314, atom 64 (C): -0.416, atom 65 (C): -0.339, atom 66 (C): -0.081, atom 67 (C): -0.214, atom 68 (C): -0.695, atom 69 (C): -0.530, atom 70 (H): 0.113, atom 71 (H): 0.095, atom 72 (H): 0.073, atom 73 (H): 0.083, atom 74 (H): -0.050, atom 75 (H): 0.107, atom 76 (H): 0.069, atom 77 (H): 0.111, atom 78 (H): 0.061, atom 79 (H): 0.071, atom 80 (H): 0.069, atom 81 (H): 0.076, atom 82 (H): 0.049, atom 83 (H): 0.080, atom 84 (H): 0.070, atom 85 (H): 0.083, atom 86 (H): 0.046, atom 87 (H): 0.050, atom 88 (H): 0.058, atom 89 (H): 0.054, atom 90 (H): 0.072, atom 91 (H): 0.075, atom 92 (H): 0.107, atom 93 (H): 0.088, atom 94 (H): 0.109, atom 95 (H): 0.103, atom 96 (H): 0.072, atom 97 (H): 0.063, atom 98 (H): 0.070, atom 99 (H): 0.068

Record 4
Computed, not measured: a cluster of 2 separate species, C3H7O3 in total, with wB97M-V/def2-TZVPD.

Geometry (Å):
O  -1.168  0.400  1.404
O  -0.668  -0.725  -0.490
O  -2.378  -2.884  -0.623
C  -0.571  0.237  0.320
C  1.873  0.808  0.199
C  0.453  1.325  -0.061
H  -3.002  -2.525  0.015
H  2.197  0.766  1.240
H  0.441  1.446  -1.149
H  2.626  1.268  -0.446
H  0.133  2.231  0.451
H  1.864  -0.240  -0.123
H  -1.801  -2.107  -0.738

E_LUMO   4.22 eV
Molecular weight   91.086 g/mol
Net charge   -1
HOMO   -4.3571 eV
ΔE to the lowest compared entry with this formula, charge and spin   4.6 kcal/mol
HOMO-LUMO gap   8.582 eV

For each atom in turn, the Löwdin charge in e is: atom 1 (O): -0.073, atom 2 (O): -0.091, atom 3 (O): -0.116, atom 4 (C): -0.736, atom 5 (C): -0.130, atom 6 (C): -0.199, atom 7 (H): 0.012, atom 8 (H): 0.062, atom 9 (H): 0.092, atom 10 (H): 0.050, atom 11 (H): 0.089, atom 12 (H): 0.065, atom 13 (H): -0.026

Record 5
Computed, not measured: the molecule C3H8N4O, with wB97M-V/def2-TZVPD.

Geometry (Å):
O  -0.035  0.310  0.819
N  1.282  1.242  -1.126
N  1.311  -0.470  0.901
N  -0.149  -2.233  0.690
N  -0.167  1.344  -1.292
C  -2.240  0.775  0.005
C  1.074  -1.823  0.742
C  -0.650  0.820  -0.276
H  1.835  0.139  0.201
H  1.935  1.311  -2.169
H  2.051  -2.557  0.875
H  -0.181  -3.243  1.158
H  -2.736  1.338  -0.850
H  -2.469  -0.257  -0.013
H  -2.591  1.169  0.995
H  1.729  2.132  -0.659

E_LUMO   0.75 eV
Structure (SMILES)   [H]/N=C/NO/C(C)=N\N
Molecular weight   116.124 g/mol
HOMO   -8.8522 eV
ΔE to the lowest compared entry with this formula, charge and spin   153.6 kcal/mol
HOMO-LUMO gap   9.604 eV

For each atom in turn, the Löwdin charge in e is: atom 1 (O): -0.081, atom 2 (N): -0.116, atom 3 (N): 0.056, atom 4 (N): 0.042, atom 5 (N): 0.021, atom 6 (C): 0.010, atom 7 (C): -0.341, atom 8 (C): -0.450, atom 9 (H): 0.092, atom 10 (H): 0.183, atom 11 (H): 0.162, atom 12 (H): 0.092, atom 13 (H): 0.089, atom 14 (H): 0.039, atom 15 (H): 0.086, atom 16 (H): 0.116